117
Properties=species:S:1:pos:R:3:lowdin_charge:R:1 method="wB97M-V/def2-TZVPD" charge=+1 spin_multiplicity=2 orbital_gap_ha="0.2433 / 0.2611"
V -0.60046 0.43193 -0.49089 0.596
C 2.89577 -0.00024 0.84116 -0.287
N 2.33246 0.65653 2.00242 -0.195
C 1.40231 -0.16113 2.74179 -0.281
P -0.33557 0.01519 2.10623 1.037
C -0.99799 1.37746 3.11954 -0.367
C -0.26738 2.55148 3.29884 -0.087
C -0.77580 3.58275 4.07351 -0.055
C -2.02136 3.45503 4.66996 -0.063
C -2.75736 2.29264 4.49084 -0.059
C -2.25080 1.25709 3.72143 -0.104
C -1.18522 -1.42916 2.80912 -0.373
C -0.79060 -1.86654 4.07825 -0.084
C -1.47545 -2.88629 4.71895 -0.058
C -2.58732 -3.45949 4.11398 -0.057
C -2.99717 -3.01607 2.86673 -0.077
C -2.28937 -2.01820 2.20867 -0.136
C 3.07374 1.69936 2.60999 -0.246
C 3.73422 2.61387 1.78685 -0.040
C 4.45138 3.67022 2.32901 -0.067
C 4.51716 3.84988 3.70166 -0.082
C 3.85232 2.95195 4.52241 -0.071
C 3.13772 1.88695 3.99242 -0.030
P 2.05090 0.21751 -0.79719 1.122
C 2.90124 1.56434 -1.69322 -0.354
C 4.28879 1.69708 -1.60301 -0.099
C 4.95619 2.63966 -2.36650 -0.060
C 4.24922 3.44072 -3.25611 -0.059
C 2.87909 3.28377 -3.38503 -0.051
C 2.20758 2.34920 -2.60725 -0.085
C 2.80531 -1.17104 -1.72919 -0.341
C 3.73607 -2.06235 -1.19540 -0.109
C 4.35970 -3.00448 -2.00549 -0.074
C 4.05996 -3.07086 -3.35779 -0.072
C 3.14589 -2.17663 -3.90025 -0.058
C 2.53611 -1.22692 -3.09647 -0.092
H 2.82905 -1.07715 1.01568 0.064
H 3.95672 0.23070 0.74996 0.100
H 1.38384 0.11551 3.78977 0.076
H 1.67818 -1.21934 2.69330 0.093
H 0.70422 2.68109 2.84341 0.078
H -0.19400 4.48628 4.20694 0.113
H -2.41830 4.25965 5.27557 0.111
H -3.73211 2.18895 4.94937 0.112
H -2.83801 0.35872 3.58642 0.101
H 0.03686 -1.39469 4.59296 0.105
H -1.15702 -3.21380 5.70009 0.112
H -3.14029 -4.23957 4.62179 0.113
H -3.87990 -3.44054 2.40316 0.116
H -2.62447 -1.66669 1.24477 0.059
H 3.66089 2.53050 0.71091 0.086
H 4.94631 4.36532 1.66099 0.113
H 5.07121 4.67717 4.12472 0.108
H 3.88831 3.07009 5.59849 0.110
H 2.64084 1.21825 4.68110 0.103
H 4.86791 1.05965 -0.94417 0.106
H 6.02997 2.74273 -2.27539 0.111
H 4.77066 4.17510 -3.85655 0.112
H 2.32150 3.88814 -4.08945 0.114
H 1.13926 2.24116 -2.72185 0.093
H 4.02891 -2.03107 -0.15437 0.090
H 5.08898 -3.67782 -1.57303 0.111
H 4.54498 -3.80457 -3.98913 0.112
H 2.91267 -2.20758 -4.95721 0.118
H 1.85004 -0.52182 -3.54327 0.090
N 0.88367 7.66658 -0.75800 0.168
C 0.62391 6.54647 -0.73322 -0.173
C 0.30399 5.14379 -0.69585 -0.215
C 0.94032 4.31524 0.21861 -0.004
C 0.64580 2.95875 0.21771 -0.144
C -0.29069 2.41698 -0.65901 -0.302
C -0.95190 3.27163 -1.54316 -0.091
C -0.64229 4.61873 -1.57985 -0.006
H 1.67229 4.71912 0.90794 0.123
H 1.18692 2.32902 0.91136 0.047
H -1.70060 2.88737 -2.21878 0.095
H -1.13700 5.27572 -2.28341 0.127
Br -6.09862 -4.36765 -3.56257 0.811
C -4.55411 -3.29853 -3.44700 -0.677
C -4.03921 -2.98920 -2.19670 -0.125
C -2.92441 -2.17309 -2.10619 -0.046
C -2.31153 -1.70160 -3.26010 -0.137
C -2.82085 -2.04403 -4.51127 0.017
C -3.95612 -2.82842 -4.60867 -0.089
C -1.09879 -0.85905 -3.22293 -0.436
O -0.28572 -0.74845 -4.08462 0.152
O -0.97956 -0.08286 -2.08347 -0.210
H -4.51472 -3.37977 -1.30546 0.114
H -2.51326 -1.91953 -1.13987 0.089
H -2.33133 -1.67375 -5.40257 0.133
H -4.37724 -3.07779 -5.57279 0.113
F -7.30715 -0.89082 -2.85808 0.144
C -6.27488 -0.47747 -2.14030 -0.146
C -5.28590 0.29311 -2.71999 -0.142
F -5.36615 0.61980 -4.00633 0.141
C -4.20789 0.71231 -1.96308 -0.235
F -3.28955 1.45165 -2.58331 0.095
C -4.05241 0.37092 -0.62561 -0.454
S -2.75336 0.95327 0.42536 0.807
C -5.07100 -0.40357 -0.07422 -0.242
F -5.01836 -0.77429 1.20936 0.087
C -6.16614 -0.82266 -0.80537 -0.151
F -7.10314 -1.57548 -0.23459 0.136
C -1.35205 -4.46237 -0.03417 -0.141
P 0.08345 -3.42836 -0.34353 0.601
C 0.72427 -4.05186 -1.89588 -0.129
C 1.23826 -3.86097 0.96393 -0.140
O -0.16744 -1.94068 -0.38976 -0.440
H -1.02072 -5.50137 0.02774 0.072
H -2.06975 -4.37570 -0.84927 0.044
H -1.82902 -4.19227 0.90503 0.034
H 0.83389 -5.13724 -1.84972 0.073
H 1.68533 -3.60259 -2.13052 0.021
H 0.01511 -3.80384 -2.68936 0.067
H 1.40047 -4.93922 1.00835 0.069
H 0.82123 -3.52567 1.91711 0.049
H 2.19551 -3.36990 0.79115 0.034

34
Properties=species:S:1:pos:R:3:lowdin_charge:R:1 method="wB97M-V/def2-TZVPD" de_lowest_kcal_mol=7.04 orbital_gap_ha=0.2186
C 0.59685 -0.93680 -5.59236 -0.179
C 0.59767 0.55455 -5.91977 -0.177
H 1.61904 -1.32030 -5.52955 0.062
H 0.08627 -1.49995 -6.37946 0.062
H 0.10148 -1.15488 -4.63975 -0.011
H 0.96346 1.15112 -5.08054 0.054
H 1.24208 0.75560 -6.78051 0.057
H -0.40644 0.90140 -6.17840 0.060
Pb 0.46111 0.29091 -0.57021 0.814
C -0.96194 1.44428 -1.83404 -0.432
H -0.23760 2.19632 -2.19296 -0.036
H -1.80052 1.92705 -1.33263 -0.056
H -1.25395 0.76185 -2.64312 -0.052
I -0.45285 -2.26290 -1.74859 -0.070
C -2.72246 2.18390 2.75806 -0.039
C -2.27997 1.65502 3.98168 -0.046
C -1.22687 0.72124 3.96395 0.007
C -0.63104 0.31875 2.73001 -0.199
N -1.06472 0.82947 1.56027 0.031
C -2.08102 1.73293 1.58392 -0.088
C 0.51497 -0.62099 2.67325 -0.212
C 1.10748 -1.26636 3.79214 0.008
C 2.20372 -2.14375 3.61752 -0.041
C 2.70457 -2.37324 2.32456 -0.036
C 2.07493 -1.70073 1.26777 -0.166
N 1.04043 -0.85536 1.46817 -0.118
H -3.53254 2.91894 2.69562 0.112
H -2.73901 1.95787 4.92121 0.110
H -0.82957 0.28209 4.86921 0.095
H -2.38238 2.13295 0.62131 0.091
H 0.69426 -1.05199 4.77593 0.097
H 2.65963 -2.63500 4.47107 0.107
H 3.54529 -3.04834 2.11246 0.115
H 2.38964 -1.84565 0.23380 0.074

14
Properties=species:S:1:pos:R:3:lowdin_charge:R:1 method="wB97M-V/def2-TZVPD" de_lowest_kcal_mol=17.48 orbital_gap_ha=0.4311 smiles=CCCCCl
Cl -2.26636 -0.08932 -1.68286 0.586
C 1.92388 0.02969 0.17657 -0.132
C -1.93267 -0.07893 0.05802 -0.594
C 0.51976 0.55840 -0.27881 -0.288
C -0.53245 -0.45988 0.12534 -0.391
H 2.16043 -0.96870 -0.33331 0.087
H 2.77136 0.81298 -0.07034 0.095
H 1.96652 -0.06202 1.29690 0.069
H -2.60373 -0.80560 0.46954 0.064
H -2.18951 0.81291 0.60667 0.084
H 0.56225 0.80575 -1.31575 0.081
H 0.24582 1.47116 0.34431 0.125
H -0.28239 -0.74501 1.15605 0.120
H -0.34290 -1.28140 -0.55233 0.093

10
Properties=species:S:1:pos:R:3:lowdin_charge:R:1 method="wB97M-V/def2-TZVPD" charge=+1 de_lowest_kcal_mol=75.74 orbital_gap_ha=0.3398 smiles="C1=NC[NH+]=C1"
C -0.40283 -0.60413 -1.01598 -0.080
C -0.02481 -1.12243 0.23484 0.087
N 0.28283 -0.08690 1.06398 0.129
C 0.33160 1.06143 0.07469 -0.139
N -0.42170 0.69491 -1.09829 0.194
H -0.66970 -1.12396 -1.93735 0.146
H -0.13094 -2.14367 0.56807 0.156
H -0.41819 0.12354 1.77940 0.189
H 1.37124 1.20784 -0.25986 0.170
H 0.08250 1.99335 0.59049 0.148

14
Properties=species:S:1:pos:R:3:lowdin_charge:R:1 method="wB97M-V/def2-TZVPD" charge=+1 de_lowest_kcal_mol=79.84 spin_multiplicity=3 orbital_gap_ha="0.2408 / 0.3772"
C -2.46750 -0.95970 0.10668 0.174
C 0.30095 0.97789 0.03594 -0.159
C -1.19081 1.10281 -0.23216 -0.022
C 0.80312 -0.44299 -0.01206 0.008
C 2.30500 -0.54769 -0.07301 -0.121
N -2.00343 0.17955 -0.10091 0.117
H -2.72225 -1.36988 1.09056 0.133
H -2.78954 -1.71087 -0.58111 0.119
H 0.85458 1.80335 -0.43050 0.129
H 0.43028 1.00223 1.25182 0.205
H -1.46379 2.06661 -0.61280 0.150
H 2.88821 0.34116 -0.13812 0.068
H 2.59026 -1.21088 -1.05144 0.137
H 2.46493 -1.23160 0.74711 0.064

17
Properties=species:S:1:pos:R:3:lowdin_charge:R:1 method="wB97M-V/def2-TZVPD" de_lowest_kcal_mol=12.26 orbital_gap_ha=0.3746 smiles=CCNCO.O
C -0.40778 0.88199 -0.73499 -0.254
N -0.27565 0.13675 0.52736 -0.090
C -1.02604 -1.08093 0.55215 -0.300
O -2.43616 -0.92583 0.39933 -0.056
C 0.76198 0.55112 -1.70510 -0.084
H -0.38114 1.94944 -0.50447 0.109
H -1.35677 0.61781 -1.19768 0.098
H -0.55737 0.70133 1.31886 0.109
H -0.78512 -1.58378 1.48786 0.121
H -0.70872 -1.69010 -0.28909 0.125
H -2.85404 -0.84442 1.26353 0.081
H 1.27769 1.48140 -1.98385 0.070
H 0.34076 0.21423 -2.64789 0.056
H 1.36367 -0.26589 -1.30523 0.070
H 2.40876 -0.57210 2.21075 0.023
H 1.92936 0.44304 1.11933 0.004
O 2.70658 -0.01407 1.48914 -0.080

49
Properties=species:S:1:pos:R:3:lowdin_charge:R:1 method="wB97M-V/def2-TZVPD" charge=+1 orbital_gap_ha=0.2340
C -2.69050 2.71308 -1.78742 0.010
C -1.44913 1.82611 -1.50759 -0.487
O -1.02054 1.85979 -0.39009 0.089
N -0.88488 0.98671 -2.52594 0.021
C 0.57787 1.08861 -2.61560 -0.198
C 1.37540 0.21456 -1.60199 -0.175
C 1.20075 -1.31771 -1.77401 -0.214
C 0.09433 -1.92211 -0.84626 -0.039
B 0.50714 -2.02138 0.68971 -0.503
O -0.40830 -2.61815 1.58914 0.285
B -0.70396 -1.60482 2.51485 -0.466
C -2.11626 -0.94457 2.80630 0.017
C -3.29537 -1.38045 1.88872 -0.369
C -3.49973 -0.43541 0.67227 -0.037
F -3.27164 -2.71833 1.50167 -0.012
O 0.41849 -1.08625 3.23050 0.274
B 1.23772 -0.55663 2.21611 -0.490
C 1.60961 0.97445 2.08306 0.022
C 2.55816 1.36506 3.33361 -0.261
C 3.45547 2.61696 3.07921 -0.034
O 2.24164 2.59792 3.96914 -0.087
O 1.68836 -1.51797 1.24942 0.268
H -2.44563 3.71501 -1.38825 0.092
H -3.52772 2.34428 -1.16170 0.082
H -2.94361 2.75662 -2.85760 0.077
H -1.21624 0.02839 -2.47290 0.111
H 0.86044 2.14105 -2.42361 0.129
H 0.92045 0.83097 -3.63959 0.105
H 1.08221 0.49068 -0.57602 0.086
H 2.44652 0.49473 -1.70749 0.121
H 2.16051 -1.79521 -1.45832 0.108
H 1.06780 -1.63354 -2.83749 0.075
H -0.75882 -1.20499 -0.87012 0.093
H -0.31413 -2.88648 -1.20342 0.123
H -2.41063 -1.04614 3.87074 0.131
H -1.98576 0.15122 2.64853 0.131
H -4.22239 -1.25337 2.49029 0.142
H -3.64127 0.61124 0.99824 0.090
H -2.70547 -0.53763 -0.08941 0.058
H -4.44817 -0.72639 0.17007 0.089
H 0.75874 1.67043 2.17814 0.132
H 2.23566 1.13384 1.18967 0.100
H 2.99478 0.53383 3.93377 0.148
H 4.26426 2.85992 3.77323 0.107
H 3.27017 3.09235 2.10944 0.104
O 2.70955 -2.30316 -4.47656 0.336
H 2.23258 -2.08047 -5.30581 0.208
H 3.67267 -2.41661 -4.63397 0.210
H 2.31891 -3.09006 -4.03466 0.200

Number 1: calculated total energy -214920.24829 eV, strongest force on any atom 0.8 eV/A. Number 2: calculated total energy -30085.04122 eV, strongest force on any atom 2.2 eV/A. Number 3: calculated total energy -16815.98939 eV, strongest force on any atom 2.9 eV/A. Number 4: calculated total energy -6162.60809 eV, strongest force on any atom 3.7 eV/A. Number 5: calculated total energy -6791.11402 eV, strongest force on any atom 5.4 eV/A. Number 6: calculated total energy -8873.95795 eV, strongest force on any atom 1.2 eV/A. Number 7: calculated total energy -31383.24360 eV, strongest force on any atom 3.5 eV/A.